[1]
{"formula": "C45H109N3O11", "method": "the ωB97M-V functional and the def2-TZVPD basis", "smiles": "CC1(C)CCCC(C)(C)N1O.CC1(C)CCCC(C)(C)N1O.CC1(C)CCCC(C)(C)N1O.CC(C)O.CC(C)O.CC(C)O.CC(C)O.CC(C)O.CC(C)O.O.O", "relative_energy_kcal_mol": 6.7, "homo_energy_ev": -8.31, "largest_force_ev_per_a": 3.2, "species": ["C", "C", "C", "C", "C", "C", "C", "C", "C", "N", "O", "H", "H", "H", "H", "H", "H", "H", "H", "H", "H", "H", "H", "H", "H", "H", "H", "H", "H", "H", "C", "C", "C", "C", "C", "C", "C", "C", "C", "N", "O", "H", "H", "H", "H", "H", "H", "H", "H", "H", "H", "H", "H", "H", "H", "H", "H", "H", "H", "H", "C", "C", "C", "C", "C", "C", "C", "C", "C", "N", "O", "H", "H", "H", "H", "H", "H", "H", "H", "H", "H", "H", "H", "H", "H", "H", "H", "H", "H", "H", "C", "C", "C", "O", "H", "H", "H", "H", "H", "H", "H", "H", "C", "C", "C", "O", "H", "H", "H", "H", "H", "H", "H", "H", "C", "C", "C", "O", "H", "H", "H", "H", "H", "H", "H", "H", "C", "C", "C", "O", "H", "H", "H", "H", "H", "H", "H", "H", "C", "C", "C", "O", "H", "H", "H", "H", "H", "H", "H", "H", "C", "C", "C", "O", "H", "H", "H", "H", "H", "H", "H", "H", "O", "H", "H", "O", "H", "H"], "positions_angstrom": [[1.83346, -6.83500, -5.73452], [0.78903, -5.86499, -6.43683], [0.42541, -4.73718, -5.42885], [1.45534, -5.32934, -7.73233], [0.49943, -4.77063, -8.85896], [-0.61100, -5.71980, -9.13926], [-1.35941, -6.34303, -7.88704], [-2.45158, -5.29722, -7.54437], [-2.00885, -7.63942, -8.37919], [-0.38537, -6.68918, -6.81613], [-1.07581, -7.11428, -5.70690], [2.72216, -6.27983, -5.43437], [1.47906, -7.19200, -4.76754], [2.03610, -7.82789, -6.13602], [-0.36488, -4.09717, -5.82118], [0.27213, -5.08013, -4.40563], [1.33050, -4.13003, -5.44530], [2.10030, -4.49365, -7.46078], [2.17837, -6.06889, -8.07642], [0.10854, -3.80371, -8.54216], [1.08186, -4.51924, -9.74535], [-0.16295, -6.62272, -9.55409], [-1.19663, -5.11895, -9.83504], [-3.22851, -5.06973, -8.27425], [-2.01834, -4.30873, -7.39175], [-2.96021, -5.68870, -6.66338], [-2.77780, -7.57910, -9.14937], [-2.49991, -8.19572, -7.58076], [-1.24967, -8.29796, -8.80115], [-1.51517, -6.30867, -5.42483], [-5.40829, 3.09551, 9.72225], [-4.70998, 2.14735, 8.76276], [-3.47871, 1.62283, 9.48146], [-5.67369, 0.94977, 8.44737], [-6.82300, 1.23168, 7.39596], [-6.34946, 2.07295, 6.21049], [-5.35158, 3.30859, 6.49731], [-4.76198, 3.65946, 5.14019], [-6.25389, 4.47753, 6.92478], [-4.30266, 2.82505, 7.47539], [-3.36133, 3.78862, 7.69132], [-5.40979, 2.61110, 10.69869], [-5.06518, 4.10672, 9.94094], [-6.47153, 3.23102, 9.52412], [-2.73015, 2.39783, 9.64619], [-3.77945, 1.36309, 10.49644], [-2.99829, 0.74927, 9.04078], [-5.13496, 0.06932, 8.09714], [-6.13051, 0.77380, 9.42125], [-7.17710, 0.26916, 7.02681], [-7.60809, 1.73718, 7.95829], [-7.21755, 2.52470, 5.73044], [-5.89099, 1.41268, 5.47432], [-5.42956, 4.09282, 4.39545], [-4.29751, 2.82429, 4.61592], [-3.89637, 4.30539, 5.28715], [-6.96427, 4.74019, 6.14090], [-5.69383, 5.38657, 7.14407], [-6.78050, 4.32406, 7.86671], [-3.89821, 4.53028, 7.97993], [3.78599, -3.50125, 4.26410], [4.57325, -3.71756, 5.63577], [4.24929, -5.23191, 6.01339], [6.10046, -3.66257, 5.40724], [6.56642, -2.25238, 5.37484], [6.19086, -1.60915, 6.72312], [4.70016, -1.53254, 7.04924], [4.68562, -1.18209, 8.54245], [4.14247, -0.32609, 6.23038], [4.11370, -2.87353, 6.82335], [2.74104, -2.91437, 6.99098], [3.73468, -2.50038, 3.83548], [4.18748, -4.10281, 3.44860], [2.79188, -3.94708, 4.29707], [4.68943, -5.63133, 6.92709], [3.17306, -5.40360, 6.03260], [4.50664, -5.84367, 5.14874], [6.62891, -4.18233, 6.20642], [6.42547, -4.19659, 4.51433], [7.64302, -2.21070, 5.20958], [6.05741, -1.66859, 4.60791], [6.62124, -0.60855, 6.76394], [6.72937, -2.22274, 7.44534], [3.67676, -1.04211, 8.93066], [5.24877, -0.26722, 8.72678], [5.12647, -1.95446, 9.17270], [4.76453, 0.56630, 6.29946], [3.08868, -0.09555, 6.38689], [4.20018, -0.46554, 5.15088], [2.41103, -2.56659, 6.15928], [-6.06985, 0.83428, -3.72586], [-6.72749, 0.83674, -5.11111], [-7.94333, 1.77379, -5.14841], [-5.83668, 1.24803, -6.13904], [-6.70495, 0.39185, -2.95840], [-5.91924, 1.87481, -3.43828], [-5.13789, 0.27344, -3.65510], [-7.08148, -0.16329, -5.36155], [-8.42174, 1.71011, -6.12574], [-7.62419, 2.81237, -5.06121], [-8.60012, 1.65182, -4.28711], [-4.92524, 1.20247, -5.84106], [9.63435, 0.73932, -1.62108], [8.83998, 1.38591, -2.81162], [7.38763, 0.95159, -2.80678], [8.85096, 2.78028, -2.80281], [9.58816, -0.34938, -1.64731], [9.24462, 1.02722, -0.64469], [10.69543, 0.98819, -1.63715], [9.36257, 0.99130, -3.68298], [6.76113, 1.51935, -3.49471], [6.84732, 1.15737, -1.88275], [7.32970, -0.10437, -3.07079], [9.76832, 3.00286, -2.97749], [0.22404, 8.59150, -3.84113], [-0.61033, 7.47439, -3.26483], [-1.87841, 7.31062, -4.03330], [0.16403, 6.27901, -3.35505], [1.15637, 8.76857, -3.30493], [-0.40697, 9.47890, -3.89058], [0.49873, 8.22062, -4.82860], [-0.79703, 7.55332, -2.19384], [-2.65003, 6.75009, -3.50555], [-1.76015, 7.02131, -5.07753], [-2.25648, 8.33201, -4.07709], [1.01280, 6.48094, -2.95455], [5.93710, 7.70795, 2.07366], [4.96497, 6.53350, 1.76398], [3.63195, 6.71173, 2.46130], [4.92022, 6.28879, 0.36897], [5.53748, 8.70196, 1.87279], [6.81888, 7.61405, 1.43983], [6.21478, 7.79580, 3.12403], [5.49638, 5.66061, 2.14318], [3.70349, 6.77090, 3.54734], [2.92525, 5.94391, 2.14646], [3.37207, 7.70622, 2.09861], [5.75624, 6.09065, -0.05928], [-6.36687, -6.38114, -0.15788], [-5.34826, -6.05848, 1.00999], [-4.82959, -7.32732, 1.79362], [-4.21231, -5.35783, 0.43160], [-7.29772, -6.85020, 0.16086], [-5.90941, -7.03876, -0.89705], [-6.71293, -5.55668, -0.78127], [-5.88990, -5.42604, 1.71337], [-4.43873, -8.16237, 1.21224], [-5.59676, -7.68492, 2.48041], [-3.92550, -7.10299, 2.35967], [-3.67430, -4.99520, 1.13916], [0.43416, 4.44180, -9.74305], [1.22602, 3.25246, -9.29730], [2.64243, 3.56229, -8.92307], [0.62553, 2.75280, -8.04478], [0.70591, 5.34626, -9.19880], [-0.64997, 4.38184, -9.64729], [0.80670, 4.73478, -10.72462], [1.28047, 2.53823, -10.11889], [2.78053, 4.26250, -8.09922], [3.15640, 4.00854, -9.77442], [3.32151, 2.72079, -8.78591], [0.80945, 3.44211, -7.40243], [0.09953, 0.85986, -0.50844], [0.07008, 1.58709, -1.13013], [0.33646, 0.09956, -1.03952], [-1.87705, -0.64987, 4.40534], [-2.02930, 0.12292, 4.94926], [-1.78189, -0.30382, 3.51797]]}

[2]
{"formula": "C45H112O33S7", "method": "the ωB97M-V functional and the def2-TZVPD basis", "smiles": "CCOS(C)(=O)=O.CCOS(C)(=O)=O.CCOS(C)(=O)=O.CCOS(C)(=O)=O.CCOS(C)(=O)=O.CCOS(C)(=O)=O.CCOS(C)(=O)=O.COCCOCCOC.COCCOCCOC.COCCOCCOC.COCCOCCOC", "relative_energy_kcal_mol": 242.1, "homo_energy_ev": -9.05, "largest_force_ev_per_a": 3.9, "species": ["C", "C", "O", "S", "C", "O", "O", "H", "H", "H", "H", "H", "H", "H", "H", "C", "C", "O", "S", "C", "O", "O", "H", "H", "H", "H", "H", "H", "H", "H", "C", "C", "O", "S", "C", "O", "O", "H", "H", "H", "H", "H", "H", "H", "H", "C", "C", "O", "S", "C", "O", "O", "H", "H", "H", "H", "H", "H", "H", "H", "C", "C", "O", "S", "C", "O", "O", "H", "H", "H", "H", "H", "H", "H", "H", "C", "C", "O", "S", "C", "O", "O", "H", "H", "H", "H", "H", "H", "H", "H", "C", "C", "O", "S", "C", "O", "O", "H", "H", "H", "H", "H", "H", "H", "H", "C", "O", "C", "C", "O", "C", "C", "O", "C", "H", "H", "H", "H", "H", "H", "H", "H", "H", "H", "H", "H", "H", "H", "C", "O", "C", "C", "O", "C", "C", "O", "C", "H", "H", "H", "H", "H", "H", "H", "H", "H", "H", "H", "H", "H", "H", "C", "O", "C", "C", "O", "C", "C", "O", "C", "H", "H", "H", "H", "H", "H", "H", "H", "H", "H", "H", "H", "H", "H", "C", "O", "C", "C", "O", "C", "C", "O", "C", "H", "H", "H", "H", "H", "H", "H", "H", "H", "H", "H", "H", "H", "H"], "positions_angstrom": [[-3.73129, -8.26025, 1.19686], [-4.95992, -9.18489, 1.14965], [-5.98313, -8.51455, 1.81991], [-7.54611, -9.04481, 1.66143], [-7.34599, -10.86342, 2.24523], [-8.38481, -8.28660, 2.59284], [-7.87407, -9.12476, 0.22472], [-3.28880, -8.16772, 2.18869], [-3.94177, -7.22290, 0.93671], [-2.92679, -8.63199, 0.56228], [-5.21606, -9.33523, 0.10089], [-4.82479, -10.17887, 1.57605], [-7.13690, -11.45758, 1.35565], [-8.22164, -11.11225, 2.84474], [-6.46329, -10.92990, 2.88125], [8.04665, 3.74764, -3.13764], [9.04082, 2.68614, -3.48740], [10.35009, 2.92304, -3.05593], [10.84980, 2.37793, -1.57072], [11.23025, 0.62152, -2.02876], [12.17182, 2.93192, -1.24239], [9.70969, 2.51546, -0.63492], [7.02026, 3.46672, -3.37362], [8.14137, 4.73954, -3.57951], [7.97086, 3.96724, -2.07268], [8.77779, 1.72203, -3.05220], [8.95753, 2.51541, -4.56072], [11.37784, 0.04087, -1.11817], [12.17305, 0.53171, -2.56835], [10.36430, 0.24108, -2.57048], [-4.04884, 3.44244, 1.05755], [-2.65663, 3.25638, 0.41428], [-2.37600, 1.85067, 0.20701], [-1.08341, 1.39800, -0.75604], [0.28190, 2.39080, -0.00918], [-0.81602, -0.01252, -0.66015], [-1.34038, 1.97166, -2.12101], [-4.82435, 3.14489, 0.35175], [-4.33057, 4.42625, 1.43285], [-4.16951, 2.86602, 1.97476], [-2.71399, 3.87716, -0.47984], [-1.84856, 3.64799, 1.03216], [1.19865, 2.14596, -0.54559], [0.39496, 2.22653, 1.06242], [-0.01211, 3.43307, -0.13299], [-3.49130, 7.43645, 9.47608], [-4.33766, 7.70020, 8.27511], [-4.88215, 6.41595, 7.83138], [-6.28885, 5.90164, 8.47510], [-7.42455, 7.11770, 7.59275], [-6.54259, 4.53993, 7.96771], [-6.23623, 6.10919, 9.94424], [-4.08626, 7.36462, 10.38656], [-2.83587, 8.29683, 9.61122], [-2.83243, 6.59791, 9.25061], [-5.03569, 8.52702, 8.40629], [-3.69411, 7.97133, 7.43819], [-7.06735, 8.12967, 7.78363], [-8.42001, 7.01741, 8.02529], [-7.53588, 6.95055, 6.52141], [-7.43690, 10.72129, -0.59721], [-6.20517, 11.64122, -0.65529], [-5.16544, 10.99516, 0.07434], [-3.79960, 10.52831, -0.68561], [-2.92106, 12.14729, -0.90288], [-3.01490, 9.83063, 0.30015], [-4.15299, 9.91879, -1.99140], [-7.32111, 9.75314, -1.08444], [-8.32339, 11.10302, -1.10369], [-7.63624, 10.56422, 0.46283], [-5.92522, 11.91916, -1.67140], [-6.45842, 12.60351, -0.21035], [-3.40149, 12.67805, -1.72482], [-1.85104, 12.00921, -1.05808], [-2.92269, 12.56002, 0.10596], [-7.67145, -2.29149, -3.03571], [-7.23031, -2.87766, -4.28838], [-7.86681, -2.04196, -5.26642], [-6.97100, -1.57646, -6.59454], [-6.48921, 0.09044, -5.89860], [-5.71062, -2.35683, -6.69520], [-7.91682, -1.35082, -7.72196], [-8.75621, -2.29154, -2.92901], [-7.36333, -1.24769, -2.97533], [-7.17259, -2.85957, -2.25052], [-6.15002, -2.82274, -4.15396], [-7.54429, -3.92099, -4.31976], [-5.67014, 0.54625, -6.45490], [-6.14448, -0.08519, -4.87958], [-7.32313, 0.78658, -5.98844], [-12.02737, -0.30160, 4.79762], [-12.62968, 0.04144, 6.17050], [-13.50910, 1.15759, 6.09928], [-13.95404, 1.95635, 7.50989], [-14.95210, 0.61076, 8.23699], [-12.79928, 2.13216, 8.35144], [-14.91905, 3.01669, 7.16853], [-11.28285, -1.09126, 4.89882], [-11.53708, 0.58405, 4.39347], [-12.78383, -0.63904, 4.08909], [-13.08735, -0.85292, 6.59327], [-11.72404, 0.17486, 6.76219], [-15.74286, 0.99150, 8.88339], [-14.12388, 0.18405, 8.80273], [-15.24975, 0.00196, 7.38325], [8.13371, -7.43542, 1.00544], [7.05252, -6.69558, 1.57607], [6.55632, -5.62315, 0.78047], [5.86877, -4.56017, 1.60219], [4.96444, -5.09438, 2.47925], [4.32568, -4.14300, 3.32686], [5.27731, -3.34829, 4.27971], [5.88146, -2.25140, 3.64417], [6.64961, -1.40081, 4.51237], [9.09949, -7.00415, 1.26881], [7.99722, -7.36535, -0.07371], [8.07137, -8.47678, 1.32132], [5.93694, -5.96814, -0.04745], [7.41961, -5.16524, 0.29763], [5.47683, -3.80989, 0.91549], [6.58524, -4.03510, 2.23391], [3.70774, -4.79373, 3.94556], [3.78077, -3.40832, 2.73405], [6.09584, -4.00219, 4.58057], [4.68003, -3.04329, 5.13897], [7.27008, -0.68514, 3.97301], [7.42835, -1.94582, 5.04588], [6.03384, -0.93155, 5.27966], [0.69467, -3.80124, 12.10730], [-0.33370, -3.33599, 12.98237], [-1.67330, -3.60848, 12.56579], [-2.04922, -2.97978, 11.17295], [-1.46245, -1.74631, 10.86090], [-1.93604, -1.03600, 9.74480], [-1.75239, -1.67572, 8.38666], [-2.05713, -3.06178, 8.19427], [-3.36634, -3.46134, 7.74740], [0.80992, -3.11183, 11.27091], [0.61806, -4.83930, 11.78381], [1.61495, -3.87241, 12.68705], [-2.34288, -3.19532, 13.32015], [-1.76588, -4.69309, 12.50965], [-3.12877, -3.08955, 11.06984], [-1.76996, -3.68540, 10.39051], [-1.33360, -0.12770, 9.75715], [-3.01315, -0.93711, 9.87958], [-0.74156, -1.56085, 7.99533], [-2.39840, -1.16336, 7.67374], [-3.45264, -3.27707, 6.67656], [-4.16738, -2.99880, 8.32403], [-3.41189, -4.54922, 7.69701], [7.56497, -3.18133, -6.15951], [8.92697, -3.55660, -6.15592], [9.17878, -4.61393, -7.04067], [10.68850, -4.66668, -7.22113], [11.24125, -5.15480, -5.99484], [12.62648, -5.39005, -5.99532], [13.04698, -6.80455, -6.27160], [12.74560, -7.18530, -7.65508], [13.84198, -7.01479, -8.52533], [7.30503, -2.89090, -7.17744], [7.37790, -2.33438, -5.49936], [6.88091, -3.99986, -5.93554], [8.72308, -4.41997, -8.01166], [8.69515, -5.51499, -6.66343], [11.06611, -3.71843, -7.60367], [10.87242, -5.42621, -7.98098], [13.00580, -5.14811, -5.00250], [13.20108, -4.66930, -6.57709], [12.40887, -7.37204, -5.59420], [14.09199, -6.90974, -5.98008], [14.60895, -7.72160, -8.20865], [14.11230, -5.95995, -8.57351], [13.54848, -7.24898, -9.54861], [-0.19779, 4.47635, -12.69186], [-0.23057, 3.94274, -11.36683], [0.78839, 4.39085, -10.53969], [1.92592, 3.37773, -10.24129], [3.05606, 3.39512, -11.10441], [3.79155, 4.55951, -11.13682], [4.97601, 4.33029, -12.16690], [6.02628, 3.63368, -11.42787], [7.18057, 3.39847, -12.18869], [-0.48113, 5.51847, -12.54424], [-0.89048, 3.97390, -13.36702], [0.79167, 4.41218, -13.14457], [0.22134, 4.57418, -9.62703], [1.15527, 5.40020, -10.72600], [1.53564, 2.36001, -10.23442], [2.29572, 3.44888, -9.21841], [4.12860, 4.87077, -10.14807], [3.22336, 5.38657, -11.56255], [5.33808, 5.22099, -12.68040], [4.61430, 3.67809, -12.96183], [7.01934, 3.05241, -13.20965], [7.88465, 2.68697, -11.75724], [7.77054, 4.31362, -12.23904]]}

- Which formula does entry 2 have?
  C45H112O33S7